(1)
This record from the Open Molecules 2025 dataset describes the molecule C3H2ClNOS. The level of theory is ωB97M-V/def2-TZVPD.

As for the multiplicity: 1. For the frontier orbital gap (spin up / spin down), the calculation gives 6.951 / 7.981 eV. Its LUMO energy (spin up / spin down) is -1.34 / -1.12 eV. Its net charge is 0.

Last columns: bonded neighbours and bond lengths (Å).
Element x y z (Å)
1 C -1.0542 -0.2543 -0.0957  C2 1.439, C3 1.334, H8 1.087
2 C -0.4413 0.6950 0.7958  C1 1.439, N4 1.277, H9 1.087
3 C -0.2915 -1.0394 -0.8588  C1 1.334, Cl7 1.654
4 N 0.8109 0.8832 0.9606  C2 1.277, S6 1.631
5 O 2.8232 0.9036 -0.5246  S6 1.447
6 S 2.0357 0.0239 0.3112  N4 1.631, O5 1.447
7 Cl -0.6404 -2.3297 -1.8333  C3 1.654
8 H -2.1381 -0.1964 -0.1501  C1 1.087
9 H -1.1043 1.3142 1.3948  C2 1.087

---

(2)
This record from the Open Molecules 2025 dataset describes the molecule C3H2ClNOS. The level of theory is ωB97M-V/def2-TZVPD.

The SMILES is S=c1cc(Cl)[nH]o1. As for the multiplicity: 1. For the frontier orbital gap, the calculation gives 8.720 eV. Its LUMO energy is -0.18 eV. Its net charge is 0.

Last columns: bonded neighbours and bond lengths (Å).
Element x y z (Å)
1 S -2.8469 -0.3447 0.0790  C2 1.559
2 C -1.3161 -0.0572 0.0102  S1 1.559, C3 1.512, O7 1.374
3 C -0.1625 -1.0159 -0.1790  C2 1.512, C4 1.404, H8 1.131
4 C 0.9564 -0.1718 -0.1044  C3 1.404, Cl5 1.748, N6 1.357
5 Cl 2.6862 -0.3562 0.0660  C4 1.748
6 N 0.6364 1.1468 -0.1299  C4 1.357, O7 1.364, H9 1.147
7 O -0.7265 1.1724 -0.1604  C2 1.374, N6 1.364
8 H -0.1457 -2.1281 -0.3818  C3 1.131
9 H 0.9188 1.7548 0.8003  N6 1.147

---

Stability, descending: (2), (1)

---

(1)
This record from the Open Molecules 2025 dataset describes a 2-piece molecular cluster, CHN3O overall. The level of theory is ωB97M-V/def2-TZVPD.

The SMILES is N#[N+][O-].C#N. As for the multiplicity: 1. For the frontier orbital gap, the calculation gives 10.613 eV. Its LUMO energy is -0.98 eV. Its net charge is 0.

Last columns: bonded neighbours and bond lengths (Å).
Element x y z (Å)
1 N 1.0740 -1.2120 1.0848  N2 1.141
2 N 0.4173 -0.3784 1.5032  N1 1.141, O3 1.219
3 O -0.3366 0.5148 1.1586  N2 1.219
4 C -0.3481 0.3311 -1.0536  N5 1.162, H6 1.065
5 N 0.2199 -0.3994 -1.7559  C4 1.162
6 H -1.0265 1.1439 -0.9370  C4 1.065

---

(2)
This record from the Open Molecules 2025 dataset describes the molecule CHN3O. The level of theory is ωB97M-V/def2-TZVPD.

As for the multiplicity: 1. For the frontier orbital gap, the calculation gives 9.941 eV. Its LUMO energy is -0.48 eV. Its net charge is 0.

Last columns: bonded neighbours and bond lengths (Å).
Element x y z (Å)
1 C -0.4324 0.8355 0.3702  N4 1.325, O5 1.201, H6 1.115
2 N 0.7832 -2.3053 -0.7532  N3 1.164
3 N 0.6840 -1.1606 -0.5652  N2 1.164, N4 1.593
4 N 0.5995 0.4148 -0.3471  C1 1.325, N3 1.593
5 O -1.3452 0.2741 0.9126  C1 1.201
6 H -0.2891 1.9415 0.3827  C1 1.115

---

Stability, descending: (2), (1)

---

(1)
This record from the Open Molecules 2025 dataset describes a 2-piece molecular cluster, C3H9N2O3 overall. The level of theory is ωB97M-V/def2-TZVPD.

As for the multiplicity: 1. For the frontier orbital gap, the calculation gives 6.669 eV. Its LUMO energy is 3.69 eV. Its net charge is -1.

Last columns: bonded neighbours and bond lengths (Å).
Element x y z (Å)
1 C 0.4861 -1.9737 0.4600  O2 1.321, C3 1.548, H5 1.151, H6 1.136
2 O 0.6741 -3.2344 0.8050  C1 1.321
3 C 1.6704 -1.0811 0.9020  C1 1.548, N4 1.495, H7 1.093, H8 1.092
4 N 1.7111 0.2646 0.2519  C3 1.495, H9 1.010, H10 1.018
5 H 0.3954 -1.7689 -0.6693  C1 1.151
6 H -0.4705 -1.5266 0.8786  C1 1.136
7 H 1.5964 -0.9367 1.9824  C3 1.093
8 H 2.5597 -1.6758 0.6846  C3 1.092
9 H 2.4904 0.8208 0.5746  N4 1.010
10 H 1.8432 0.1104 -0.7460  N4 1.018
11 N -1.4357 0.4806 -1.2809  C12 1.387, H15 1.002, H16 1.009
12 C -1.2923 1.6307 -0.5182  N11 1.387, O13 1.312, O14 1.215
13 O -0.5126 1.4692 0.5251  C12 1.312, H17 1.090
14 O -1.8304 2.6731 -0.8349  C12 1.215
15 H -2.1910 0.5178 -1.9389  N11 1.002
16 H -1.2577 -0.4025 -0.8269  N11 1.009
17 H 0.3809 0.8507 0.4392  O13 1.090

---

(2)
This record from the Open Molecules 2025 dataset describes a 2-piece molecular cluster, C3H9N2O3 overall. The level of theory is ωB97M-V/def2-TZVPD.

As for the multiplicity: 1. For the frontier orbital gap, the calculation gives 6.774 eV. Its LUMO energy is 3.57 eV. Its net charge is -1.

Last columns: bonded neighbours and bond lengths (Å).
Element x y z (Å)
1 C -0.2358 1.6691 -0.2033  O2 1.339, C3 1.541, H5 1.133, H6 1.128
2 O 0.1586 1.3338 1.0319  C1 1.339
3 C -1.2149 0.7014 -0.8954  C1 1.541, N4 1.469, H7 1.097, H8 1.098
4 N -1.6847 1.2743 -2.1640  C3 1.469, H9 1.012, H10 1.008
5 H -0.7502 2.6772 -0.2537  C1 1.133
6 H 0.5967 1.7667 -0.9587  C1 1.128
7 H -0.7266 -0.2741 -1.0087  C3 1.097
8 H -2.0877 0.5241 -0.2525  C3 1.098
9 H -1.0907 2.0313 -2.4761  N4 1.012
10 H -1.7775 0.5890 -2.8980  N4 1.008
11 N 0.9964 -1.0429 1.9328  C12 1.372, H15 1.065, H16 1.008
12 C 1.4543 -1.9624 1.0238  N11 1.372, O13 1.402, O14 1.203
13 O 1.8118 -3.1720 1.6354  C12 1.402, H17 1.000
14 O 1.3700 -1.8475 -0.1712  C12 1.203
15 H 0.7785 -0.1168 1.4538  N11 1.065
16 H 1.5718 -0.9478 2.7552  N11 1.008
17 H 0.8298 -3.2033 1.4489  O13 1.000

---

Stability, descending: (1), (2)